58
Properties=species:S:1:pos:R:3 method="wB97M-V/def2-TZVPD" e_above_lowest_kj_mol=9.6 charge=0 smiles="NC(=O)c1c(NC(=O)COC(=O)c2ccc(S(=O)(=O)Nc3ccccc3)cc2)sc2c1CCCC2" e_homo_ev=-8.014 lumo_energy_ev=-0.148 orbital_gap_ev=7.87
N -0.88 0.40 1.70
C -0.49 0.40 0.42
O 0.41 -0.36 0.03
C -1.21 1.27 -0.52
C -1.21 0.96 -1.86
N -0.57 -0.12 -2.43
C -0.75 -0.49 -3.71
O -1.42 0.16 -4.49
C -0.06 -1.79 -4.12
H -0.82 -2.45 -4.56
H 0.71 -1.59 -4.86
O 0.56 -2.41 -3.01
C -0.22 -3.17 -2.21
O -1.30 -3.59 -2.53
C 0.37 -3.25 -0.85
C 1.74 -3.06 -0.64
C 2.20 -2.77 0.63
C 1.29 -2.64 1.66
C -0.05 -2.93 1.49
C -0.51 -3.26 0.22
H -1.56 -3.44 0.04
H -0.72 -2.84 2.32
S 1.76 -1.88 3.22
O 2.40 -2.84 4.06
O 0.61 -1.18 3.71
N 2.93 -0.75 2.84
C 2.59 0.46 2.21
C 3.05 0.77 0.94
C 2.70 1.98 0.35
C 1.91 2.88 1.04
C 1.47 2.58 2.32
C 1.81 1.38 2.91
H 1.47 1.12 3.90
H 0.87 3.29 2.87
H 1.63 3.82 0.58
H 3.04 2.21 -0.64
H 3.67 0.07 0.40
H 3.76 -1.20 2.48
H 3.25 -2.60 0.80
H 2.42 -3.10 -1.48
H 0.05 -0.60 -1.76
S -2.16 2.03 -2.82
C -2.52 2.97 -1.40
C -1.97 2.46 -0.27
C -2.13 3.15 1.06
C -2.55 4.60 0.85
C -3.75 4.67 -0.09
H -4.14 5.69 -0.14
C -3.34 4.21 -1.49
H -4.22 4.04 -2.11
H -2.75 4.99 -1.97
H -4.54 4.03 0.29
H -2.80 5.05 1.81
H -1.72 5.17 0.42
H -1.19 3.11 1.61
H -2.90 2.64 1.65
H -1.62 0.99 2.02
H -0.38 -0.16 2.39

---

11
Properties=species:S:1:pos:R:3 method="wB97M-V/def2-TZVPD" e_above_lowest_kj_mol=355.0 charge=0 e_homo_ev=-8.800 lumo_energy_ev=0.726 orbital_gap_ev=9.53
C -2.21 -1.08 -0.15
N 1.81 -0.62 0.50
N -1.37 -0.38 0.41
O 1.70 2.09 -0.24
S 1.85 0.40 -0.62
H -1.72 -1.88 -0.64
H -3.30 -0.78 -0.27
H 0.97 -1.14 0.67
H 0.83 2.30 0.06
H -1.75 0.55 0.70
H 3.19 0.54 -0.43

---

12
Properties=species:S:1:pos:R:3 method="wB97M-V/def2-TZVPD" e_above_lowest_kj_mol=257.0 charge=0 e_homo_ev="-8.169 / -8.170" lumo_energy_ev="-0.427 / -0.427" orbital_gap_ev="7.74 / 7.74"
C 0.43 1.22 0.98
C -0.53 -1.65 -1.33
C 0.80 1.93 2.02
N 0.28 0.43 0.10
N -0.56 -1.06 0.11
N -0.96 -1.52 1.06
N 0.08 -0.83 -2.17
O -0.93 -2.78 -1.38
Br -0.39 3.11 2.89
H 1.89 2.08 2.30
H 0.16 0.03 -1.49
H -0.27 -0.96 -3.11

---

105
Properties=species:S:1:pos:R:3 method="wB97M-V/def2-TZVPD" e_above_lowest_kj_mol=21.5 charge=+2 e_homo_ev=-12.629 lumo_energy_ev=-6.232 orbital_gap_ev=6.40
Zr 0.24 -0.34 -0.57
C -4.01 1.31 -1.93
C -3.68 0.71 -0.58
C -3.14 1.78 0.38
P -2.48 -0.69 -0.68
C -3.21 -1.92 -1.85
C -4.64 -2.35 -1.55
C -2.31 -3.15 -2.02
C -2.64 -1.28 1.04
C -3.87 -1.69 1.56
C -4.05 -2.00 2.90
C -5.39 -2.45 3.43
C -2.95 -1.83 3.74
C -1.73 -1.38 3.26
C -1.55 -1.12 1.90
N -0.32 -0.59 1.40
C 0.91 -0.87 2.03
C 1.19 -2.08 2.69
C 2.45 -2.32 3.22
C 3.48 -1.40 3.05
C 4.87 -1.69 3.57
C 3.19 -0.20 2.39
C 1.93 0.09 1.91
P 1.42 1.61 1.00
C 2.98 2.58 0.90
C 2.90 3.69 -0.17
C 3.43 3.15 2.25
C 0.21 2.44 2.11
C 0.51 2.41 3.61
C -0.10 3.85 1.61
H -4.81 2.04 -1.83
H -4.33 0.57 -2.67
H -3.14 1.83 -2.32
H -4.58 0.27 -0.15
H -2.16 2.14 0.07
H -3.06 1.40 1.41
H -3.82 2.64 0.40
H -3.21 -1.37 -2.79
H -4.68 -3.03 -0.70
H -5.03 -2.89 -2.42
H -5.31 -1.50 -1.37
H -2.22 -3.70 -1.07
H -1.30 -2.90 -2.35
H -2.74 -3.83 -2.75
H -4.73 -1.76 0.91
H -6.07 -2.73 2.63
H -5.86 -1.65 4.01
H -5.28 -3.31 4.09
H -3.06 -2.03 4.80
H -0.92 -1.21 3.95
H 0.40 -2.81 2.83
H 2.64 -3.25 3.74
H 4.83 -2.27 4.49
H 5.41 -0.76 3.77
H 5.45 -2.26 2.84
H 4.00 0.52 2.28
H 3.71 1.84 0.56
H 2.01 4.31 -0.06
H 2.91 3.28 -1.18
H 3.77 4.34 -0.07
H 2.85 4.04 2.50
H 4.47 3.45 2.17
H 3.34 2.45 3.07
H -0.67 1.83 1.96
H 1.28 3.13 3.89
H 0.82 1.43 3.96
H -0.40 2.68 4.16
H 0.72 4.55 1.82
H -0.99 4.24 2.11
H -0.29 3.88 0.53
Cl 6.17 -4.55 0.49
C 4.98 -3.40 0.03
C 5.37 -2.18 -0.53
C 4.43 -1.24 -0.87
Cl 4.94 0.27 -1.55
C 3.07 -1.47 -0.66
O 2.16 -0.53 -0.93
C 2.69 -2.71 -0.14
C 1.32 -3.06 0.03
O 0.34 -2.38 -0.37
C 3.65 -3.66 0.22
H 6.43 -1.98 -0.70
H 1.10 -4.05 0.42
H 3.34 -4.62 0.64
C -1.59 2.94 -4.55
C -0.71 3.39 -3.38
S -0.01 2.15 -2.22
C 1.63 1.75 -2.88
C 1.72 0.52 -3.80
S 0.71 -0.92 -3.32
C -0.55 -0.95 -4.63
C -1.57 0.17 -4.67
S -0.94 1.62 -5.57
H -1.70 3.80 -5.22
H -2.59 2.67 -4.24
H -1.25 4.08 -2.74
H 0.18 3.90 -3.75
H 2.24 1.59 -2.00
H 2.02 2.63 -3.39
H 2.76 0.19 -3.84
H 1.39 0.77 -4.79
H -1.05 -1.91 -4.48
H 0.01 -1.03 -5.56
H -1.84 0.48 -3.67
H -2.47 -0.17 -5.18

---

7
Properties=species:S:1:pos:R:3 method="wB97M-V/def2-TZVPD" e_above_lowest_kj_mol=16.0 charge=0 smiles=N.O e_homo_ev=-10.637 lumo_energy_ev=0.860 orbital_gap_ev=11.50
N 0.00 0.00 0.00
H 0.58 -0.64 -0.55
H 0.38 0.94 -0.13
H -0.93 -0.01 -0.43
O 0.40 1.21 3.36
H -0.08 2.07 3.37
H 0.46 0.96 2.41

---

23
Properties=species:S:1:pos:R:3 method="wB97M-V/def2-TZVPD" e_above_lowest_kj_mol=44.9 charge=0 e_homo_ev=-9.152 lumo_energy_ev=-0.422 orbital_gap_ev=8.73
C 2.13 0.32 1.04
C 2.31 1.00 -0.32
C 1.57 -1.10 0.87
C 1.08 0.96 -1.14
C 0.27 -0.26 -1.27
C -0.51 0.17 -0.04
C 0.33 -1.03 0.02
C -3.24 -0.59 -0.12
O -2.25 1.18 1.56
O -2.30 1.80 -0.83
S -2.10 0.81 0.19
Br -0.60 -2.75 -0.06
Br -4.95 0.22 -0.01
H 3.08 0.28 1.57
H 1.41 0.90 1.63
H 2.64 2.03 -0.17
H 3.09 0.47 -0.87
H 2.30 -1.75 0.38
H 1.33 -1.52 1.84
H 0.75 1.84 -1.67
H -0.12 -0.66 -2.19
H -3.13 -1.32 0.68
H -3.09 -1.02 -1.10

---

31
Properties=species:S:1:pos:R:3 method="wB97M-V/def2-TZVPD" e_above_lowest_kj_mol=921.2 charge=0 smiles="CCCCCC(=O)c1ccc(O)cc1O" e_homo_ev=-9.102 lumo_energy_ev=0.552 orbital_gap_ev=9.65
C -4.69 0.76 2.79
C -3.90 2.10 2.64
C -2.69 1.78 1.79
C -1.57 0.89 2.53
C -0.17 0.92 1.77
C -0.24 -0.16 0.55
O -1.22 -0.81 0.37
C 0.81 -0.20 -0.46
C 2.07 0.37 -0.17
C 3.14 0.25 -0.86
C 2.97 -0.69 -2.21
C 1.84 -1.16 -2.57
C 0.80 -0.84 -1.51
O -0.45 -1.74 -1.93
H -1.08 -1.39 -1.29
H 1.83 -1.83 -3.25
O 4.20 -0.57 -2.73
H 4.00 -1.21 -3.59
H 3.93 0.68 -0.70
H 2.19 0.77 0.87
H 0.19 1.73 1.40
H 0.59 0.00 2.38
H -2.05 -0.26 2.57
H -1.29 1.06 3.54
H -2.91 1.42 0.56
H -2.08 2.74 1.61
H -4.25 2.94 2.13
H -3.66 2.38 3.45
H -5.51 1.00 3.22
H -4.17 0.05 3.42
H -4.95 0.34 1.66

---

20
Properties=species:S:1:pos:R:3 method="wB97M-V/def2-TZVPD" e_above_lowest_kj_mol=637.7 charge=+1 e_homo_ev=-15.459 lumo_energy_ev=-9.020 orbital_gap_ev=6.44
C 2.21 0.81 -0.04
C 0.73 0.38 0.17
C -0.31 0.54 -0.98
C -1.68 0.03 -0.61
C -2.30 0.67 0.63
N 0.46 -0.93 0.63
H 2.51 0.28 -0.94
H 2.61 0.40 0.87
H 2.36 1.87 -0.02
H 0.26 1.08 0.96
H -0.33 1.63 -1.17
H 0.15 -0.07 -1.77
H -2.30 0.00 -1.49
H -1.69 -1.04 -0.44
H -2.30 1.78 0.67
H -3.31 0.30 0.91
H -1.55 0.43 1.50
H 1.52 -3.66 0.28
H 1.18 -1.09 1.29
H 1.76 -3.40 -0.42